Entry 1:
ORCA calculation (the ωB97M-V functional and the def2-TZVPD basis) on C3H4BrN3OS in the gas phase in a non-equilibrium geometry.

Values from the calculation:
Energy ... -90567.2981 eV
Net charge ... 0
2S+1 ... 3

XYZ file:
```
13
Properties=species:S:1:pos:R:3:forces:R:3:nbo_charge:R:1
C 1.11147 -1.43091 -1.71558 -2.05 0.94 -0.55 0.123
C -0.34413 1.00943 1.00268 -0.70 1.97 0.90 0.766
C 0.22951 -1.27510 0.48067 3.38 -0.06 1.87 -0.077
N 1.11584 -1.74550 -0.56296 0.91 -1.14 1.84 -0.489
N -0.44512 -0.07808 0.12483 -0.41 0.02 -2.06 -0.561
N -0.89709 2.10323 0.41017 0.23 -5.66 -2.94 -0.829
O 0.12259 0.92339 2.12358 0.11 -0.17 -0.78 -0.603
S -1.18297 -0.00116 -1.39246 -0.10 -0.15 1.19 0.262
Br 2.24018 -1.13941 -3.06917 1.60 -0.31 -1.34 0.154
H -0.52386 -1.95163 0.80392 -0.16 -1.25 0.23 0.214
H 1.04025 -1.06299 1.35733 -2.60 -0.29 -1.70 0.259
H -1.46971 1.73254 -0.39291 0.48 1.78 0.83 0.385
H -0.99694 2.91620 0.82991 -0.68 4.32 2.49 0.395
```
Positions in Å, forces in eV/Å.

***

Entry 2:
ORCA calculation (the ωB97M-V functional and the def2-TZVPD basis) on CH3BrN2O in the gas phase in a non-equilibrium geometry.

Values from the calculation:
Energy ... -76151.7846 eV
ΔE to the lowest compared entry with this formula, charge and spin ... 1.4185 eV
SMILES ... [H]/N=N\OCBr
Net charge ... 0

XYZ file:
```
8
Properties=species:S:1:pos:R:3:forces:R:3:nbo_charge:R:1
H 1.01365 1.17562 0.36741 0.74 -0.38 0.80 0.301
N 1.20374 1.53148 -0.56439 -2.99 -0.87 -1.36 -0.340
N 0.39126 0.99049 -1.34741 2.83 1.12 0.20 0.190
O -0.31457 -0.16571 -1.00567 -0.68 -0.82 0.58 -0.417
C -0.59405 -0.54202 0.32398 1.99 0.23 1.56 -0.106
Br -0.42362 -2.66847 0.58182 -0.67 2.49 -0.56 -0.043
H -1.56903 -0.00789 0.55198 0.94 -1.63 0.41 0.223
H 0.29262 -0.31350 1.09227 -2.15 -0.15 -1.64 0.191
```
Positions in Å, forces in eV/Å.